The following is a DFT calculation (ωB97M-V/def2-TZVPD) of a cluster of 10 separate species, C32H48Br18F5NO3 in total at a distorted geometry.

SMILES	COCCCc1cc2c(c(C(F)(F)C(F)(F)F)c1)C(=O)NC2=O.BrCCBr.BrCCBr.BrCCBr.BrCCBr.BrCCBr.BrCCBr.BrCCBr.BrCCBr.BrCCBr
HOMO level	-9.556	eV
orbital gap	9.01	eV
E_tot	-48360.25922	Eh

CARTESIAN COORDINATES (ANGSTROEM)
C 7.3333 -4.2199 3.2939
O 8.2425 -3.2665 2.7963
C 7.9637 -2.9073 1.4580
C 6.7937 -1.9166 1.3644
C 5.6462 -2.3678 0.4193
C 4.3182 -2.4145 1.1372
C 3.8180 -1.2811 1.7697
C 2.6108 -1.3840 2.4347
C 1.8982 -2.5746 2.4950
C 2.3581 -3.7109 1.8311
C 1.5932 -5.0198 1.8381
F 0.3033 -4.8552 2.1235
F 2.1576 -5.8561 2.7429
C 1.6207 -5.7723 0.4784
F 1.2979 -4.9529 -0.5128
F 2.7977 -6.3287 0.2315
F 0.7167 -6.7508 0.5049
C 3.5818 -3.6097 1.1507
C 0.6981 -2.2908 3.3670
O -0.0627 -3.0118 3.9298
N 0.6626 -0.8789 3.5442
C 1.8667 -0.3125 3.1391
O 2.2419 0.8025 3.3384
H 6.3044 -4.0117 2.9925
H 7.6079 -5.2310 2.9926
H 7.3651 -4.1771 4.3779
H 7.7844 -3.8003 0.8544
H 8.8717 -2.4404 1.0905
H 7.1572 -0.9434 1.0489
H 6.4214 -1.7800 2.3746
H 5.5737 -1.7077 -0.4380
H 5.8788 -3.3797 0.1082
H 4.3561 -0.3455 1.7529
H 3.9989 -4.4616 0.6435
H -0.2186 -0.4340 3.2903
Br -2.2303 0.5606 2.6976
C -3.3104 -0.4114 1.4022
C -2.5883 -1.6140 0.8547
Br -1.2081 -1.1168 -0.4239
H -3.5843 0.3061 0.6375
H -4.2015 -0.7219 1.9423
H -3.2802 -2.2534 0.3116
H -2.0971 -2.1931 1.6310
Br 3.7915 4.4613 7.4497
C 3.0816 3.7528 5.7827
C 4.0239 2.7718 5.1422
Br 5.5218 3.6662 4.2771
H 2.8720 4.6044 5.1443
H 2.1519 3.2593 6.0547
H 3.5244 2.2231 4.3470
H 4.4451 2.0739 5.8546
Br 1.7001 2.1557 -1.1716
C 0.2208 2.6900 -2.3199
C -0.7308 3.6151 -1.6132
Br -1.8390 2.6456 -0.3426
H -0.2617 1.7750 -2.6495
H 0.6746 3.1897 -3.1719
H -1.4265 4.0672 -2.3221
H -0.2250 4.3962 -1.0548
Br 2.4693 0.2790 7.0574
C 0.6510 -0.2197 6.5684
C -0.2107 0.9852 6.3087
Br -0.7293 1.8816 7.9548
H 0.2738 -0.8409 7.3734
H 0.7437 -0.8133 5.6609
H -1.1404 0.6878 5.8291
H 0.2909 1.7259 5.6947
Br -6.3177 0.5686 -0.8634
C -5.7395 0.6613 -2.7184
C -4.5081 1.5101 -2.8907
Br -4.9205 3.4047 -2.7471
H -6.5919 1.0345 -3.2745
H -5.5379 -0.3657 -3.0155
H -4.1006 1.3715 -3.8901
H -3.7371 1.3081 -2.1528
Br -10.4129 3.6144 -2.4445
C -9.0193 4.8559 -1.8935
C -8.0345 4.2227 -0.9491
Br -8.7627 4.0426 0.8451
H -9.5213 5.7128 -1.4571
H -8.5217 5.1540 -2.8137
H -7.1567 4.8557 -0.8438
H -7.7259 3.2310 -1.2616
Br 7.4191 -4.3775 -2.8793
C 6.0310 -3.7748 -4.1030
C 4.9687 -2.9867 -3.3862
Br 3.7879 -4.1376 -2.3563
H 5.6349 -4.6602 -4.5885
H 6.5381 -3.1519 -4.8361
H 4.3269 -2.4710 -4.0968
H 5.3899 -2.2682 -2.6912
Br -7.9976 -0.1834 -5.5172
C -9.8154 0.0030 -6.1865
C -10.7223 0.6183 -5.1551
Br -11.1974 -0.6600 -3.7675
H -10.1396 -0.9872 -6.4881
H -9.7374 0.6431 -7.0621
H -11.6632 0.9190 -5.6101
H -10.2713 1.4709 -4.6570
Br 1.8398 4.1897 -5.9048
C 0.2883 4.7277 -6.9480
C -0.6265 5.6285 -6.1637
Br -1.6601 4.6366 -4.8442
H -0.2033 3.8161 -7.2704
H 0.6860 5.2531 -7.8131
H -1.3597 6.0911 -6.8201
H -0.0881 6.3980 -5.6208

The following is a DFT calculation (ωB97M-V/def2-TZVPD) of the ion C4H9O2 with charge -1.

SMILES	[O-]CCCCO
HOMO level	-2.340	eV
charge	-1
orbital gap	6.16	eV
E_tot	-308.26480	Eh
energy above the lowest of the compared OMol25 structures with the same formula, charge and spin	50.3	kcal/mol

CARTESIAN COORDINATES (ANGSTROEM)
O 1.6344 -0.8475 1.2083
C 0.3710 -1.2889 1.2424
C -0.6869 -0.1505 1.2269
C -0.3955 0.8501 0.1123
C -0.4017 0.2151 -1.2592
O -0.3861 1.1924 -2.3228
H 0.1126 -1.9492 0.3746
H 0.0947 -1.9015 2.1352
H -0.6072 0.4016 2.1689
H -1.7151 -0.5285 1.1293
H 0.6109 1.2318 0.2885
H -1.0872 1.6989 0.1205
H 0.4742 -0.4325 -1.3385
H -1.2812 -0.3966 -1.4547
H 0.5196 1.5064 -2.4119

The following is a DFT calculation (ωB97M-V/def2-TZVPD) of an isolated molecule of C3H5NO at a distorted geometry.

SMILES	O=C1CNC1
HOMO level	-9.249	eV
orbital gap	10.21	eV
E_tot	-247.21887	Eh
energy above the lowest of the compared OMol25 structures with the same formula, charge and spin	55.5	kcal/mol

CARTESIAN COORDINATES (ANGSTROEM)
O 2.1584 -0.7096 0.6006
C 1.1892 -0.2944 0.0516
C 0.1709 1.0486 0.2809
N -0.9426 0.1590 0.2058
C -0.4089 -0.8756 -0.6130
H 0.1115 1.6970 1.1748
H 0.2615 1.6615 -0.6231
H -1.1930 -0.1975 1.1215
H -1.0014 -1.8075 -0.4969
H -0.3782 -0.5969 -1.6725

The following is a DFT calculation (ωB97M-V/def2-TZVPD) of an isolated molecule of C16H17N5O3S2 at a distorted geometry.

SMILES	CCc1nnc(NC(=O)CSc2nnc(COc3ccccc3C)o2)s1
HOMO level	-8.466	eV
orbital gap	8.78	eV
E_tot	-1915.75474	Eh
energy above the lowest of the compared OMol25 structures with the same formula, charge and spin	24.7	kcal/mol

CARTESIAN COORDINATES (ANGSTROEM)
C 0.2674 -3.7861 -1.5411
C -0.4354 -3.4010 -0.2358
C 0.2303 -2.2244 0.3596
N -0.2058 -1.0240 0.2958
N 0.6023 -0.1057 0.8067
C 1.6990 -0.5893 1.2834
N 2.7189 0.1467 1.8218
C 3.1132 1.4250 1.4943
O 3.9896 1.9670 2.1168
C 2.4261 2.0516 0.3021
S 2.8450 1.0737 -1.2028
C 1.2647 0.6460 -1.7651
N 0.9378 -0.4230 -2.4213
N -0.3806 -0.3182 -2.6848
C -0.7874 0.7994 -2.1834
C -2.1569 1.3887 -2.2153
O -2.5921 1.7895 -0.9445
C -2.9189 0.8337 -0.0096
C -3.0643 -0.5179 -0.2771
C -3.4504 -1.3805 0.7368
C -3.6700 -0.9068 2.0144
C -3.5066 0.4430 2.2801
C -3.1379 1.3282 1.2836
C -2.9676 2.7917 1.5481
O 0.2202 1.4797 -1.5917
S 1.8056 -2.3384 1.1444
H 1.2950 -4.0857 -1.3467
H -0.2550 -4.6151 -2.0103
H 0.2754 -2.9395 -2.2231
H -1.4712 -3.1301 -0.4370
H -0.4085 -4.2370 0.4664
H 3.3038 -0.3118 2.5105
H 1.3451 2.0446 0.4199
H 2.8070 3.0622 0.1646
H -2.8354 0.6760 -2.6971
H -2.1294 2.3119 -2.8062
H -2.8692 -0.9135 -1.2611
H -3.5812 -2.4305 0.5198
H -3.9641 -1.5823 2.8037
H -3.6697 0.8175 3.2806
H -3.6849 3.3642 0.9616
H -3.1114 3.0148 2.6018
H -1.9720 3.1127 1.2464

The following is a DFT calculation (ωB97M-V/def2-TZVPD) of a structure of composition C15H38BrGeIN4PtSSi3 at a distorted geometry.

HOMO level (alpha / beta)	-15.425 / -15.429	eV
<S²>	0.76
charge	+3
spin multiplicity	2
orbital gap (alpha / beta)	4.48 / 4.70	eV
E_tot	-7147.08194	Eh
energy above the lowest of the compared OMol25 structures with the same formula, charge and spin	2.8	kcal/mol

CARTESIAN COORDINATES (ANGSTROEM)
Pt 0.2212 0.4593 -0.5946
Br -1.4180 -1.0518 0.4401
I 5.4364 1.0555 2.7573
C 3.4541 0.8674 2.2535
C 2.3738 0.6784 3.0886
N 1.2839 0.5770 2.3102
N 1.5951 0.6959 1.0061
C 2.9145 0.8726 0.9661
H 2.3156 0.6271 4.1635
H 0.3376 0.4009 2.6020
H 3.4278 1.0069 0.0294
C -1.7708 2.9208 -3.7316
Si -1.8606 1.2105 -4.4017
C -3.3380 0.8478 -5.4202
C -0.2622 0.5375 -5.0080
Ge -1.7049 -0.1428 -1.8516
Si -4.2465 0.6602 -0.5496
C -4.7213 -0.3780 0.8828
C -3.6052 2.3628 -0.2779
C -5.2636 0.3773 -2.0570
Si -1.5871 -2.9716 -2.4537
C 0.1753 -2.8482 -2.9855
C -2.8445 -2.8204 -3.7996
C -2.0363 -4.0974 -1.0779
H -1.0594 3.4693 -4.3571
H -1.4064 2.9686 -2.7033
H -2.7422 3.4146 -3.7828
H -3.1561 1.3411 -6.3853
H -4.2561 1.2601 -5.0041
H -3.5005 -0.2122 -5.6158
H 0.2646 1.3726 -5.4801
H -0.4172 -0.2535 -5.7437
H 0.3771 0.1544 -4.2101
H -4.1424 -0.1531 1.7777
H -4.6295 -1.4448 0.6737
H -5.7773 -0.1719 1.0955
H -2.5630 2.3815 0.0495
H -4.2040 2.8381 0.5074
H -3.6970 2.9575 -1.1873
H -5.2982 -0.6743 -2.3453
H -4.9211 0.9672 -2.9049
H -6.2940 0.6796 -1.8297
H 0.2404 -2.4805 -4.0105
H 0.6289 -3.8447 -2.9518
H 0.7649 -2.1973 -2.3369
H -2.5398 -2.1022 -4.5608
H -3.8318 -2.5468 -3.4252
H -2.9489 -3.7980 -4.2868
H -1.2054 -4.2596 -0.3913
H -2.3104 -5.0628 -1.5186
H -2.8927 -3.7443 -0.5020
C 5.2420 1.1709 -2.9135
N 3.8153 1.2052 -2.5549
C 3.0126 2.2293 -2.3013
S 1.3000 1.9431 -2.0323
N 3.3527 3.5033 -2.3067
C 4.6420 4.1458 -2.6013
H 5.4402 0.1993 -3.3563
H 5.8752 1.2856 -2.0353
H 5.4808 1.9343 -3.6446
H 3.3793 0.3051 -2.4398
H 2.5936 4.1258 -2.0747
H 5.4544 3.6530 -2.0782
H 4.5784 5.1708 -2.2493
H 4.8397 4.1630 -3.6713

The following is a DFT calculation (ωB97M-V/def2-TZVPD) of a structure of composition C10H17Cl2NO5Pd at a distorted geometry.

HOMO level (alpha / beta)	0.096 / -1.727	eV
<S²>	6.03
charge	-2
spin multiplicity	5
orbital gap (alpha / beta)	5.17 / 5.95	eV
E_tot	-1870.25966	Eh

CARTESIAN COORDINATES (ANGSTROEM)
C -1.0852 0.8244 -1.7249
C -2.2296 0.1874 -1.1659
C -2.0697 -1.2177 -1.2949
C -3.4152 0.8911 -0.6285
C -0.8405 -1.4640 -1.9373
C -0.2228 -0.2010 -2.2472
C 0.9582 -0.0301 -3.0025
C -0.8278 2.2685 -1.7090
C -3.0109 -2.2530 -0.8313
C -0.3075 -2.8089 -2.2166
Pd -0.6441 -0.0671 2.2767
Cl -2.6626 -0.7377 2.3886
Cl -1.2888 2.1573 2.5903
O 0.1454 -1.7264 1.4132
H -3.1962 1.9622 -0.5489
H -3.6680 0.5139 0.3812
H -4.2748 0.7586 -1.2938
H -3.1735 -2.1599 0.2530
H -2.5884 -3.2397 -1.0487
H -3.9832 -2.1616 -1.3315
H -0.1863 -3.3218 -1.2600
H 0.6709 -2.7416 -2.6906
H -0.9616 -3.4308 -2.8490
H 1.5419 -0.9403 -3.0903
H 1.7690 0.9430 -2.2596
H 0.7732 0.4618 -3.9538
H -1.0506 2.7210 -0.7220
H -1.4775 2.7300 -2.4765
H 0.2367 2.4424 -1.9616
H 0.9553 -1.4648 0.9141
O 2.1772 1.8092 -1.7987
H 2.6591 1.5442 -0.9654
O 2.1635 0.5974 0.8388
N 2.3406 0.7176 2.0888
O 3.3850 1.0146 2.6285
O 1.2327 0.6030 2.8770